The following is a quantum chemistry calculation of the molecule C3H5N3, from OMol25.

## Properties
* energy relative to the best compared isomer or geometry (same formula, charge and spin): 111.3 kcal per mole
* Kohn-Sham gap: 8.2 eV
* spin multiplicity: 1

```
11
C3H5N3 (ωB97M-V/def2-TZVPD)
N -0.6747 0.2095 -2.0956
C -0.2085 0.1657 -0.8284
C 1.0786 -0.1180 -0.3245
N 0.4811 0.4332 2.3124
C -0.1635 -0.2030 1.4161
N -0.8307 0.3930 0.2940
H -1.6642 0.0703 -2.2472
H -0.0726 -0.2263 -2.7785
H 1.6886 0.7936 -0.2337
H 0.7899 -0.2513 3.0062
H -0.4240 -1.2665 1.4792
```

=====

The following is a quantum chemistry calculation of a structure of composition C2H6EuO2 in a non-equilibrium geometry, from OMol25.

## Properties
* energy relative to the best compared isomer or geometry (same formula, charge and spin): 46.0 kcal per mole
* total charge: +1
* Kohn-Sham gap (alpha / beta): 6.4 / 10.6 eV
* spin multiplicity: 9
* ⟨S²⟩: 20.0072

```
11
C2H6EuO2 (ωB97M-V/def2-TZVPD)
C -1.5609 0.3660 0.1141
C -0.2744 -0.0590 -0.5518
O 0.7917 0.3663 0.3151
H -2.3650 0.3150 -0.6310
H -1.8177 -0.3009 0.9474
H -1.4920 1.3982 0.4813
H -0.1330 0.4304 -1.5252
H -0.2138 -1.1497 -0.6746
H 1.3183 -0.7395 1.4207
Eu 4.0389 0.0822 -0.3514
O 1.7080 -0.7092 0.4552
```

=====

The following is a quantum chemistry calculation of a structure of composition C3H2N2O2 in a non-equilibrium geometry, from OMol25.

## Properties
* energy relative to the best compared isomer or geometry (same formula, charge and spin): 100.0 kcal per mole
* Kohn-Sham gap (alpha / beta): 8.6 / 8.6 eV
* spin multiplicity: 1

```
9
C3H2N2O2 (ωB97M-V/def2-TZVPD)
O 1.0350 -1.7182 1.7296
C 0.2139 -1.4061 0.9886
C -0.2094 0.0057 0.5982
N -0.3965 0.1116 -0.7347
C 0.0729 1.2350 -1.4588
N -0.9355 1.8458 -1.1058
O -0.3824 0.7977 1.4709
H -0.3583 -2.2182 0.5859
H 0.9603 1.3467 -2.0739
```

=====

The following is a quantum chemistry calculation of a cluster of 2 separate species, C3H9OS in total in a non-equilibrium geometry, from OMol25.

## Properties
* energy relative to the best compared isomer or geometry (same formula, charge and spin): 67.7 kcal per mole
* total charge: -1
* Kohn-Sham gap: 5.6 eV
* spin multiplicity: 1

```
14
C3H9OS (ωB97M-V/def2-TZVPD)
C 0.6656 2.1086 0.3123
O 0.0162 1.6388 -0.8236
H 1.7456 1.9382 0.3949
H 0.1981 1.6074 1.1919
H 0.3951 3.1753 0.4316
C -0.9025 -1.5222 1.0729
S 0.7391 -1.6042 0.1486
C 0.1883 -0.9457 -1.4322
H -1.6118 -1.7202 0.2800
H -0.8977 -2.2703 1.8652
H -0.9610 -0.5657 1.5934
H 0.9903 -0.8112 -2.1606
H 0.0291 0.5260 -0.9657
H -0.5944 -1.5548 -1.9087
```

=====

The following is a quantum chemistry calculation of a cluster of 2 separate species, C3H8O3S in total in a non-equilibrium geometry, from OMol25.

## Properties
* energy relative to the best compared isomer or geometry (same formula, charge and spin): 11.3 kcal per mole
* SMILES: O=C(O)CCS.O
* Kohn-Sham gap: 9.9 eV
* spin multiplicity: 1

```
15
C3H8O3S (ωB97M-V/def2-TZVPD)
O 2.6248 1.9847 -1.2419
C 1.6087 1.4564 -0.9051
O 0.4432 1.6381 -1.5794
C 1.4038 0.5246 0.2583
C 0.1708 0.8944 1.0907
S -0.1080 -0.2588 2.4598
H 0.4928 2.4725 -2.0638
H 1.1470 -0.4179 -0.2403
H 2.2866 0.3927 0.8711
H -0.6759 0.7727 0.4453
H 0.1944 1.9022 1.4812
H 1.0243 -0.4431 3.1524
O -3.2527 -3.3428 -1.3738
H -3.7495 -3.4385 -0.5457
H -3.6102 -4.1373 -1.8088
```

=====

The following is a quantum chemistry calculation of a structure of composition C32H39Cl3KN7SSi, from OMol25.

## Properties
* energy relative to the best compared isomer or geometry (same formula, charge and spin): 4.7 kcal per mole
* total charge: -2
* Kohn-Sham gap (alpha / beta): 3.9 / 3.8 eV
* spin multiplicity: 1

```
84
C32H39Cl3KN7SSi (ωB97M-V/def2-TZVPD)
K -0.3376 0.3651 -0.5165
C -0.6934 -4.6181 0.5687
C -1.9198 -4.7076 1.1411
C -2.7408 -3.5775 1.3552
C -2.3224 -2.3031 0.9657
N -1.0705 -2.1401 0.2817
C -0.1872 -3.3097 0.1149
C -2.9548 -1.1082 1.3871
C -4.1974 -1.1023 2.1058
C -4.6984 0.0611 2.6075
C -4.0093 1.2775 2.4253
C -2.8449 1.2112 1.6658
N -2.3499 0.0980 1.1441
C -2.0374 2.4630 1.3991
C -2.6433 3.7190 1.3527
C -1.8690 4.8252 1.0557
C -0.5092 4.6600 0.8267
C 0.0152 3.3799 0.9129
N -0.7239 2.3114 1.1920
H -0.0453 -5.4805 0.4767
H -2.2714 -5.6747 1.4921
H -3.6532 -3.6965 1.9222
H 0.8606 -3.1023 0.3266
H -4.7375 -2.0274 2.2553
H -5.6344 0.0482 3.1599
H -4.3641 2.1996 2.8586
H -3.7123 3.8067 1.4852
H -2.3307 5.8028 0.9705
H 0.1303 5.4883 0.5518
H 1.0693 3.1928 0.7373
C 5.7316 1.4045 0.7101
C 4.9111 0.8378 -0.4314
N 3.5021 0.9105 -0.0784
C 3.0875 0.4686 1.1633
N 1.9018 0.0225 1.2539
C 1.3626 -0.4043 2.5238
C 2.1153 0.1862 3.7088
C 3.6019 -0.0048 3.4737
N 3.9808 0.6337 2.2278
C 5.4063 0.6158 1.9655
H 5.4804 2.4559 0.8640
H 6.7987 1.3318 0.4903
H 5.2094 -0.2023 -0.6358
H 5.0544 1.3946 -1.3599
H 2.9338 0.4288 -0.7836
H 1.3799 -1.5008 2.5687
H 0.3068 -0.1228 2.5540
H 1.8095 -0.2851 4.6465
H 1.9034 1.2560 3.7854
H 3.8360 -1.0839 3.4445
H 4.2073 0.4376 4.2754
H 5.7653 -0.4213 1.8443
H 5.9085 1.0283 2.8483
S 2.6741 -1.6181 -2.0160
C 3.6941 -0.7180 -3.1033
N 3.1491 0.4921 -3.5509
C 3.8030 1.3162 -4.4540
C 5.0790 1.0178 -4.8325
C 5.7120 -0.1423 -4.3536
C 4.9678 -1.0137 -3.5003
H 2.1663 0.6281 -3.3590
H 3.2535 2.1820 -4.7888
H 5.5835 1.6903 -5.5164
H 6.7196 -0.3901 -4.6563
H 5.3991 -1.9357 -3.1336
Cl -2.6483 2.6309 -2.0155
Si -0.7558 2.3698 -3.1182
Cl -0.0531 4.4620 -3.0244
Cl -1.5598 2.4211 -5.1507
C -1.1324 -4.5620 -2.6110
C -1.6119 -3.1669 -2.2119
C -3.1082 -3.1910 -1.9102
C -1.3989 -2.2344 -3.4118
C -0.7267 -2.6046 -1.0873
H -1.6436 -4.8788 -3.5256
H -1.3352 -5.2896 -1.8277
H -0.0592 -4.5566 -2.8079
H -3.6449 -3.4697 -2.8222
H -3.4667 -2.2107 -1.5949
H -3.3584 -3.9007 -1.1281
H -1.9555 -2.5973 -4.2798
H -0.3434 -2.1662 -3.6751
H -1.7515 -1.2246 -3.1947
H 0.0139 -1.9337 -1.5251
```

=====

The following is a quantum chemistry calculation of a cluster of 19 separate species, C2H42NO19 in total in a non-equilibrium geometry, from OMol25.

## Properties
* total charge: -1
* Kohn-Sham gap: 7.7 eV
* spin multiplicity: 1

```
64
C2H42NO19 (ωB97M-V/def2-TZVPD)
N 6.0600 -16.7670 -12.0480
H 6.0640 -16.4550 -11.0350
H 5.1250 -16.9160 -12.3650
H 6.6050 -17.5710 -12.1600
H 6.4630 -16.0400 -12.5760
O 8.0000 -13.6510 -13.3420
C 6.7430 -13.0280 -13.3110
C 5.9530 -13.2850 -12.0500
O 4.9310 -12.3570 -11.9420
H 6.1700 -13.4270 -14.1430
H 6.9060 -11.9700 -13.4600
H 6.6010 -13.0580 -11.2180
H 5.4440 -14.2230 -12.1940
O 7.1260 -10.5420 -11.4570
H 7.8350 -10.9480 -10.9520
H 6.5190 -11.2700 -11.7700
O 9.9910 -15.2810 -13.6640
H 9.3150 -14.6380 -13.5710
H 9.5310 -16.1330 -13.8290
O 8.4910 -15.0840 -11.2560
H 8.1550 -14.6100 -12.0230
H 9.2380 -15.5770 -11.5450
O 3.0190 -10.1870 -11.5690
H 3.6240 -10.7940 -11.9630
H 3.0440 -9.4800 -12.1920
O 7.8110 -11.9200 -9.2300
H 6.9000 -11.8640 -9.0030
H 8.0730 -12.8040 -8.9880
O 5.1670 -13.2820 -16.3850
H 6.0050 -13.1210 -16.8010
H 5.5570 -13.1510 -15.5390
O 4.6480 -11.0810 -14.2210
H 4.8700 -10.2190 -13.8770
H 4.9680 -11.7210 -13.5600
O 7.2390 -15.5450 -15.0510
H 7.5040 -14.7070 -14.5510
H 8.0570 -15.7050 -15.5500
O 5.8600 -14.6870 -9.3410
H 6.2200 -14.4530 -8.4950
H 5.3210 -13.8920 -9.4770
O 4.6180 -15.7350 -14.4850
H 4.1930 -14.9360 -14.4110
H 5.5340 -15.5590 -14.8040
O 3.1860 -13.7760 -13.3780
H 2.4690 -13.1990 -13.1220
H 4.0150 -13.3920 -13.0520
O 4.9120 -11.8800 -9.2830
H 4.9460 -11.9510 -10.2450
H 5.0260 -10.9010 -9.2580
O 6.9580 -10.7310 -15.5490
H 6.9870 -10.2820 -16.4010
H 6.0710 -10.5700 -15.1810
O 9.0660 -12.7560 -15.5800
H 8.9190 -13.0170 -14.7450
H 8.2500 -12.4210 -15.9720
O 5.5410 -8.9020 -12.8410
H 5.0730 -8.4970 -12.1120
H 6.2720 -9.3760 -12.5040
O 3.0820 -14.0440 -10.6140
H 3.6150 -13.3700 -11.0450
H 3.2640 -14.8040 -11.1770
O 9.4520 -11.8730 -11.9500
H 9.8350 -12.5630 -11.3860
H 8.7240 -12.3090 -12.4020
```

=====

The following is a quantum chemistry calculation of the ion C5H10I2N3 with charge +1 in a non-equilibrium geometry, from OMol25.

## Properties
* energy relative to the best compared isomer or geometry (same formula, charge and spin): 37.1 kcal per mole
* total charge: +1
* SMILES: CC(C)N/N=C\[N+](I)=C/I
* Kohn-Sham gap (alpha / beta): 6.7 / 6.7 eV
* spin multiplicity: 1

```
20
C5H10I2N3 (ωB97M-V/def2-TZVPD)
C 1.4928 0.0874 1.8660
C 1.3058 -0.5600 0.4685
C 2.5469 -0.3948 -0.4195
N -0.0043 -0.1187 -0.1223
N -0.6161 -0.9340 -0.9411
C -1.7124 -0.5898 -1.4856
N -2.4611 0.5126 -1.2080
I -3.2058 1.6130 -2.9548
C -2.8193 0.9847 -0.0357
I -2.5744 0.2631 1.8134
H 1.8099 1.0236 1.7186
H 0.5244 0.2924 2.3640
H 2.0848 -0.6613 2.5074
H 1.1070 -1.6099 0.5941
H 3.4277 -0.5891 0.1947
H 2.5044 0.5850 -1.0532
H 2.4592 -1.3100 -1.1953
H -0.2257 0.7224 0.2420
H -2.1296 -1.2594 -2.1610
H -3.5142 1.9429 -0.1922
```

=====

Number 8 is which compound? C5H10I2N3

=====

Copy entry 8 word for word.
The following is a quantum chemistry calculation of the ion C5H10I2N3 with charge +1 in a non-equilibrium geometry, from OMol25.

## Properties
* energy relative to the best compared isomer or geometry (same formula, charge and spin): 37.1 kcal per mole
* total charge: +1
* SMILES: CC(C)N/N=C\[N+](I)=C/I
* Kohn-Sham gap (alpha / beta): 6.7 / 6.7 eV
* spin multiplicity: 1

```
20
C5H10I2N3 (ωB97M-V/def2-TZVPD)
C 1.4928 0.0874 1.8660
C 1.3058 -0.5600 0.4685
C 2.5469 -0.3948 -0.4195
N -0.0043 -0.1187 -0.1223
N -0.6161 -0.9340 -0.9411
C -1.7124 -0.5898 -1.4856
N -2.4611 0.5126 -1.2080
I -3.2058 1.6130 -2.9548
C -2.8193 0.9847 -0.0357
I -2.5744 0.2631 1.8134
H 1.8099 1.0236 1.7186
H 0.5244 0.2924 2.3640
H 2.0848 -0.6613 2.5074
H 1.1070 -1.6099 0.5941
H 3.4277 -0.5891 0.1947
H 2.5044 0.5850 -1.0532
H 2.4592 -1.3100 -1.1953
H -0.2257 0.7224 0.2420
H -2.1296 -1.2594 -2.1610
H -3.5142 1.9429 -0.1922
```

=====

Look up the spin multiplicity of the first one. 1